No. 1
{"formula": "C37H21CaN10O2", "method": "ωB97M-V/def2-TZVPD", "elements": ["Ca", "C", "C", "C", "C", "C", "N", "C", "C", "C", "C", "C", "C", "C", "C", "N", "C", "N", "C", "N", "C", "N", "C", "N", "C", "N", "C", "C", "C", "C", "C", "C", "C", "C", "C", "C", "C", "C", "C", "C", "N", "H", "H", "H", "H", "H", "H", "H", "H", "H", "H", "H", "H", "H", "H", "H", "H", "C", "N", "C", "C", "C", "O", "N", "C", "O", "H", "H", "H", "H", "H"], "positions_angstrom": [[-0.05064, 0.00173, 0.57447], [-0.93310, 6.48104, -1.55426], [0.46275, 6.48989, -1.66653], [1.20230, 5.33161, -1.48802], [0.51497, 4.16664, -1.17942], [0.94879, 2.78377, -0.94887], [2.20173, 2.39589, -1.09966], [2.59712, 1.12287, -1.09961], [3.95034, 0.72459, -1.48108], [5.08627, 1.44655, -1.82557], [6.22323, 0.73630, -2.16954], [6.22477, -0.66608, -2.18236], [5.08944, -1.38525, -1.85188], [3.95171, -0.67251, -1.49427], [2.59971, -1.08088, -1.12009], [2.20588, -2.35332, -1.14551], [0.95493, -2.74833, -1.00185], [-0.13142, -1.99210, -0.70039], [-1.24684, -2.74663, -0.82237], [-2.51226, -2.36286, -0.73447], [-2.89571, -1.09318, -0.64256], [-2.11465, 0.00797, -0.61186], [-2.89710, 1.10900, -0.62269], [-2.51597, 2.37999, -0.69263], [-1.25283, 2.77033, -0.77149], [-0.13400, 2.01800, -0.66339], [-0.87645, 4.15774, -1.06766], [-1.61940, 5.31342, -1.26116], [-4.30634, 0.70503, -0.62605], [-5.49391, 1.42174, -0.63132], [-6.68061, 0.70573, -0.64070], [-6.67992, -0.69444, -0.65312], [-5.49244, -1.40925, -0.65637], [-4.30571, -0.69138, -0.63839], [-0.86573, -4.12630, -1.14721], [-1.60460, -5.28043, -1.36416], [-0.91416, -6.43924, -1.68129], [0.48176, -6.44049, -1.79399], [1.21708, -5.28345, -1.59225], [0.52561, -4.12733, -1.25999], [1.85264, 0.01815, -0.86180], [-1.48083, 7.40368, -1.70273], [0.96785, 7.41919, -1.90021], [2.28046, 5.32410, -1.58233], [5.07091, 2.52877, -1.82003], [7.12909, 1.26740, -2.43562], [7.13192, -1.19016, -2.45779], [5.07701, -2.46739, -1.86563], [-2.69861, 5.29138, -1.18214], [-5.48234, 2.50400, -0.62497], [-7.62665, 1.23342, -0.63834], [-7.62541, -1.22306, -0.66014], [-5.47980, -2.49145, -0.66950], [-2.68387, -5.26386, -1.28448], [-1.45848, -7.36070, -1.84847], [0.99025, -7.36297, -2.04656], [2.29518, -5.27006, -1.68652], [2.33512, -0.24142, 6.21654], [1.25544, -0.12549, 5.25597], [-0.04042, 0.02233, 5.64253], [-1.03896, 0.12828, 4.75098], [-0.68967, 0.07926, 3.34366], [-1.56061, 0.16796, 2.44494], [0.60755, -0.06551, 2.97865], [1.60845, -0.17318, 3.88720], [2.79176, -0.30892, 3.61108], [1.91668, -0.18620, 7.22033], [3.05913, 0.55982, 6.07431], [2.86030, -1.18697, 6.08758], [-0.21095, 0.04819, 6.71195], [-2.06774, 0.24501, 5.05105]], "forces_ev_per_angstrom": [[-0.1, 0.0, 0.0], [0.0, 0.0, 0.0], [0.0, 0.0, 0.0], [0.0, 0.0, 0.0], [0.0, 0.0, 0.0], [-0.1, 0.0, 0.0], [0.2, -0.1, 0.0], [-0.1, 0.1, 0.0], [0.1, 0.0, 0.0], [0.0, 0.0, 0.0], [0.0, 0.0, 0.0], [0.0, 0.0, 0.0], [0.0, 0.0, 0.0], [0.1, 0.0, 0.0], [-0.1, -0.1, 0.0], [0.2, 0.1, 0.0], [-0.1, 0.0, 0.0], [0.0, 0.0, 0.0], [0.1, -0.1, 0.0], [-0.1, 0.1, 0.0], [0.1, -0.1, -0.1], [0.1, 0.0, 0.0], [0.1, 0.1, 0.0], [-0.1, 0.0, 0.0], [0.1, 0.1, 0.0], [0.0, 0.0, 0.0], [0.0, 0.0, 0.0], [0.0, 0.0, 0.0], [-0.1, 0.0, 0.0], [0.0, 0.0, 0.0], [0.0, 0.0, 0.0], [0.0, 0.0, 0.0], [0.0, 0.0, 0.0], [0.0, 0.0, 0.0], [0.0, 0.0, 0.0], [0.0, 0.0, 0.0], [0.0, 0.0, 0.0], [0.0, 0.0, 0.0], [0.0, 0.0, 0.0], [0.0, 0.0, 0.0], [0.0, 0.0, 0.1], [0.0, 0.0, 0.0], [0.0, 0.0, 0.0], [0.0, 0.0, 0.0], [0.0, 0.0, 0.0], [0.0, 0.0, 0.0], [0.0, 0.0, 0.0], [0.0, 0.0, 0.0], [0.0, 0.0, 0.0], [0.0, 0.0, 0.0], [0.0, 0.0, 0.0], [0.0, 0.0, 0.0], [0.0, 0.0, 0.0], [0.0, 0.0, 0.0], [0.0, 0.0, 0.0], [0.0, 0.0, 0.0], [0.0, 0.0, 0.0], [0.0, 0.0, 0.0], [0.0, 0.0, 0.0], [0.0, 0.0, 0.0], [0.1, 0.0, 0.0], [0.0, 0.0, 0.1], [0.0, 0.0, 0.0], [0.0, 0.0, 0.0], [0.0, 0.0, 0.0], [0.0, 0.0, 0.0], [0.0, 0.0, 0.0], [0.0, 0.0, 0.0], [0.0, 0.0, 0.0], [0.0, 0.0, 0.0], [0.0, 0.0, 0.0]], "mulliken_charge": [2.364, -0.589, -0.584, -0.107, 0.137, -0.318, -0.564, -0.455, 0.354, -0.146, -0.569, -0.583, -0.131, 0.351, -0.487, -0.566, -0.317, -0.209, -0.378, -0.586, -0.274, -0.195, -0.237, -0.593, -0.350, -0.203, 0.336, -0.121, 0.159, -0.170, -0.578, -0.583, -0.102, 0.156, 0.303, -0.110, -0.589, -0.582, -0.153, 0.233, -0.137, 0.377, 0.377, 0.532, 0.525, 0.374, 0.367, 0.522, 0.540, 0.528, 0.377, 0.376, 0.531, 0.543, 0.379, 0.377, 0.537, -0.912, 0.131, 0.330, -1.299, 0.806, -0.697, -0.267, -0.020, -0.731, 0.283, 0.287, 0.287, 0.295, 0.422], "orbital_gap_ev": [5.01, 4.96], "relative_energy_kj_mol": 0.0, "lumo_energy_ev": [1.43, 1.42], "charge": -1, "energy_ev": -76154.0263}

***

No. 2
{"formula": "C37H22ClF14IN3O3Tl", "method": "ωB97M-V/def2-TZVPD", "elements": ["Tl", "C", "C", "C", "C", "C", "N", "C", "C", "C", "C", "C", "C", "C", "C", "O", "C", "F", "F", "F", "C", "F", "F", "F", "C", "C", "C", "O", "C", "F", "F", "F", "C", "F", "F", "F", "H", "H", "H", "H", "H", "H", "H", "H", "H", "H", "H", "H", "Cl", "C", "C", "C", "I", "C", "O", "C", "N", "C", "C", "C", "C", "H", "H", "H", "H", "N", "C", "C", "C", "C", "C", "C", "C", "H", "H", "H", "H", "H", "F", "C", "F", "H"], "positions_angstrom": [[-0.08673, 0.64893, -0.48337], [1.19941, -4.51873, 3.20656], [0.40191, -3.33025, 2.73407], [0.23793, -2.20172, 3.52464], [-0.44815, -1.10300, 3.04358], [-0.97376, -1.07112, 1.74805], [-1.46476, 0.11393, 1.19310], [-2.40971, 0.86734, 1.80794], [-3.10456, 0.33539, 2.93204], [-4.01870, 1.05122, 3.66991], [-4.33929, 2.36090, 3.33498], [-5.33386, 3.17684, 4.12202], [-3.74774, 2.86104, 2.18601], [-2.82873, 2.17530, 1.38973], [-2.46503, 2.84621, 0.03173], [-1.72805, 2.17070, -0.85599], [-3.82299, 3.19587, -0.71512], [-4.42051, 4.34754, -0.28162], [-4.73259, 2.22018, -0.56742], [-3.64410, 3.35941, -2.02945], [-1.72366, 4.21779, 0.27440], [-2.15773, 4.98947, 1.29976], [-0.42128, 3.98234, 0.53080], [-1.76329, 5.00539, -0.82090], [-0.84390, -2.22592, 0.94675], [-0.16690, -3.32450, 1.46643], [-1.45824, -2.22103, -0.47970], [-1.27936, -1.10971, -1.22087], [-2.99720, -2.49556, -0.31528], [-3.63977, -1.41254, 0.11513], [-3.27224, -3.49240, 0.56205], [-3.57631, -2.86009, -1.48331], [-0.89093, -3.40907, -1.33637], [-1.31975, -4.64480, -0.95691], [0.45846, -3.44366, -1.28770], [-1.21227, -3.29142, -2.62913], [1.46742, -4.41889, 4.26001], [2.12570, -4.61655, 2.63356], [0.63785, -5.44896, 3.08549], [0.67555, -2.16749, 4.51812], [-0.54968, -0.21726, 3.65872], [-2.90456, -0.69155, 3.20342], [-4.50413, 0.57382, 4.51801], [-5.70799, 2.60993, 4.97762], [-6.19638, 3.46191, 3.51178], [-4.89209, 4.10181, 4.50482], [-4.04953, 3.85286, 1.87875], [-0.05368, -4.22177, 0.87434], [5.38860, 0.65293, 4.77805], [4.29233, 0.28107, 3.44978], [4.60410, -0.73474, 2.59294], [3.74498, -1.06328, 1.54186], [4.21173, -2.67208, 0.29727], [2.53433, -0.38956, 1.27405], [1.74623, -0.73386, 0.35615], [2.25196, 0.72596, 2.18854], [1.10495, 1.40822, 1.96370], [0.71122, 2.31025, 2.82585], [1.46817, 2.65474, 3.96067], [2.66693, 2.03692, 4.17005], [3.09761, 1.02472, 3.28439], [5.52190, -1.28998, 2.73591], [-0.24472, 2.78713, 2.63626], [1.09640, 3.40731, 4.64452], [3.28859, 2.29742, 5.01677], [1.17241, -0.72629, -2.55219], [1.96276, -1.37840, -3.06534], [2.95445, -2.22632, -3.67771], [3.76426, -1.71667, -4.68947], [4.71370, -2.53242, -5.28424], [4.85447, -3.85092, -4.87067], [4.04842, -4.35254, -3.85716], [3.09690, -3.54426, -3.25550], [3.64344, -0.68421, -4.98866], [5.34675, -2.13810, -6.06903], [5.59662, -4.48749, -5.33690], [4.16217, -5.37829, -3.53041], [2.46517, -3.91241, -2.45890], [1.57422, 1.98926, -2.65437], [1.41232, 2.05282, -1.29133], [2.65880, 1.82848, -0.75545], [1.14294, 3.08100, -1.05305]], "forces_ev_per_angstrom": [[-0.6, -0.2, 0.1], [0.0, 0.0, 0.0], [0.0, 0.0, 0.0], [0.0, 0.0, 0.0], [0.1, 0.0, 0.0], [0.0, 0.0, -0.1], [0.0, 0.2, 0.0], [0.0, 0.0, 0.0], [0.0, 0.0, 0.0], [0.0, 0.0, 0.0], [0.0, 0.0, 0.0], [0.0, 0.0, 0.0], [0.0, 0.0, 0.0], [0.0, 0.0, 0.0], [-0.1, 0.1, -0.1], [-0.1, 0.0, 0.1], [0.1, -0.1, 0.1], [-0.1, 0.0, 0.0], [0.0, 0.0, -0.1], [0.0, 0.0, 0.0], [0.0, -0.1, 0.0], [0.0, 0.0, 0.0], [0.0, 0.0, 0.0], [0.1, 0.0, 0.0], [-0.1, 0.0, 0.0], [0.0, 0.0, 0.0], [0.0, -0.1, 0.1], [0.4, 0.1, 0.0], [0.1, 0.1, -0.1], [0.0, -0.1, 0.0], [0.0, 0.0, 0.0], [0.0, 0.0, 0.0], [0.1, 0.1, 0.0], [0.0, 0.0, 0.0], [-0.1, 0.0, 0.0], [0.0, 0.0, 0.0], [0.0, 0.0, 0.0], [0.0, 0.0, 0.0], [0.0, 0.0, 0.0], [0.0, 0.0, 0.0], [0.0, 0.0, 0.0], [0.0, 0.0, 0.0], [0.0, 0.0, 0.0], [0.0, 0.0, 0.0], [0.0, 0.0, 0.0], [0.0, 0.0, 0.0], [0.0, 0.0, 0.0], [0.0, 0.0, 0.0], [-0.1, 0.0, -0.1], [0.0, 0.1, 0.1], [0.0, 0.0, -0.1], [0.0, 0.0, 0.0], [0.0, 0.0, 0.0], [0.1, -0.1, 0.0], [0.0, 0.1, 0.1], [-0.1, 0.0, 0.0], [0.3, -0.2, 0.1], [0.0, 0.1, 0.0], [-0.1, 0.0, 0.0], [0.0, 0.0, 0.0], [0.0, 0.0, 0.1], [0.0, 0.0, 0.0], [0.0, 0.0, 0.0], [0.0, 0.0, 0.0], [0.0, 0.0, 0.0], [0.2, 0.0, -0.4], [0.1, -0.2, 0.1], [-0.1, 0.2, 0.0], [0.0, 0.0, 0.0], [0.0, 0.0, 0.0], [0.0, 0.0, 0.0], [0.0, 0.0, 0.0], [0.0, -0.1, 0.0], [0.0, 0.0, 0.0], [0.0, 0.0, 0.0], [0.0, 0.0, 0.0], [0.0, 0.0, 0.0], [0.0, 0.0, 0.0], [0.0, 0.1, -0.1], [0.0, 0.0, 0.1], [0.1, 0.0, 0.0], [-0.1, 0.0, 0.0]], "mulliken_charge": [2.126, -1.615, 0.734, -1.294, 0.031, -0.423, 0.544, 0.819, -0.517, -1.325, 0.205, -1.543, -0.524, -0.787, 1.951, -1.322, 0.523, -0.316, -0.258, -0.277, 0.426, -0.318, -0.123, -0.327, -1.477, -0.259, 2.398, -1.126, 0.266, -0.142, -0.336, -0.322, 0.079, -0.313, 0.013, -0.330, 0.412, 0.233, 0.356, 0.225, 0.562, 0.423, 0.242, 0.361, 0.313, 0.313, 0.529, 0.469, -0.344, 0.528, -0.485, -0.330, -0.035, 0.138, 0.419, -0.132, 0.840, -0.236, -1.297, -1.074, -0.112, 0.414, 0.309, 0.469, 0.377, -0.191, -0.258, 0.252, -0.445, -0.504, -0.362, -0.769, -0.311, 0.494, 0.359, 0.361, 0.392, 0.811, -0.261, -0.137, -0.265, 0.107], "orbital_gap_ev": 5.26, "lumo_energy_ev": 3.69, "charge": -2, "energy_ev": -112703.6640}

***

No. 3
{"formula": "C37H25AlBr2N5O3S", "method": "ωB97M-V/def2-TZVPD", "elements": ["Al", "C", "C", "C", "C", "C", "C", "C", "S", "O", "O", "N", "C", "C", "C", "C", "C", "C", "C", "C", "N", "C", "H", "H", "H", "H", "H", "H", "H", "H", "H", "H", "H", "H", "H", "C", "C", "N", "C", "C", "C", "C", "C", "C", "C", "C", "C", "N", "C", "H", "H", "H", "H", "H", "H", "H", "H", "Br", "C", "C", "C", "Br", "C", "C", "C", "C", "N", "C", "C", "O", "H", "H", "H", "H"], "positions_angstrom": [[0.13235, 0.10009, -0.75256], [-0.43310, -4.29431, 6.02421], [-0.55567, -3.12985, 5.08331], [-0.28201, -3.26693, 3.72431], [-0.36485, -2.18058, 2.86927], [-0.72244, -0.94547, 3.38454], [-1.01287, -0.78151, 4.73009], [-0.93095, -1.87680, 5.57083], [-0.96900, 0.40942, 2.28062], [-0.82198, 1.65432, 2.99188], [-2.22105, 0.17788, 1.61681], [0.23837, 0.26892, 1.16410], [1.54361, 0.45053, 1.62555], [1.94685, 0.66265, 2.93197], [3.30485, 0.82489, 3.25373], [4.28190, 0.77156, 2.30121], [3.92220, 0.54253, 0.95925], [4.85475, 0.45905, -0.09346], [4.42114, 0.21525, -1.36865], [3.05278, 0.06331, -1.60545], [2.14596, 0.15512, -0.65219], [2.55506, 0.38472, 0.62570], [-0.12541, -5.19834, 5.50233], [-1.38144, -4.48770, 6.52735], [0.30650, -4.07755, 6.79636], [-0.00051, -4.23411, 3.32664], [-0.14374, -2.28058, 1.81168], [-1.29261, 0.19652, 5.10174], [-1.16102, -1.75876, 6.62257], [1.21329, 0.72363, 3.71926], [3.57379, 0.99658, 4.28773], [5.32617, 0.89503, 2.55652], [5.91001, 0.57665, 0.11947], [5.11367, 0.13461, -2.19403], [2.68897, -0.14388, -2.60291], [0.41223, -0.49864, -5.08481], [0.36030, -0.71560, -3.70395], [0.33913, 0.27740, -2.83411], [0.36357, 1.54304, -3.29592], [0.42974, 1.86388, -4.65793], [0.45142, 0.78845, -5.56525], [0.46136, 3.24405, -5.03823], [0.42852, 4.22486, -4.10688], [0.34930, 3.92077, -2.70930], [0.29694, 4.89037, -1.69034], [0.20373, 4.48210, -0.38341], [0.15289, 3.11578, -0.08274], [0.20344, 2.18479, -1.02165], [0.30884, 2.57895, -2.31096], [0.42119, -1.34364, -5.75794], [0.34465, -1.71658, -3.28883], [0.49678, 0.98408, -6.62916], [0.50825, 3.48696, -6.09204], [0.45470, 5.26487, -4.40624], [0.32546, 5.94180, -1.94707], [0.16000, 5.20121, 0.42187], [0.04509, 2.78283, 0.94221], [-0.34489, -4.73389, -0.59087], [-1.66615, -3.41775, -0.87395], [-3.01854, -3.79599, -0.93730], [-3.99712, -2.85533, -1.09362], [-5.80374, -3.41351, -1.16674], [-3.67377, -1.48069, -1.19535], [-4.59324, -0.41828, -1.28221], [-4.13659, 0.87203, -1.35043], [-2.76180, 1.11715, -1.32402], [-1.87110, 0.15351, -1.23336], [-2.30784, -1.13302, -1.16258], [-1.28123, -2.10055, -0.97833], [-0.03407, -1.66856, -0.90418], [-3.27766, -4.84198, -0.85536], [-5.65426, -0.62798, -1.27782], [-4.82356, 1.70435, -1.39511], [-2.38555, 2.13187, -1.37588]], "forces_ev_per_angstrom": [[0.0, 0.6, -0.4], [0.0, 0.0, 0.0], [0.0, 0.1, 0.0], [0.0, 0.0, 0.0], [0.0, 0.0, -0.1], [0.0, 0.1, -0.1], [0.0, 0.1, 0.0], [0.0, 0.0, 0.0], [0.1, -0.1, -0.2], [0.1, -0.1, 0.1], [0.1, 0.0, -0.5], [-0.5, 0.3, 0.4], [0.2, 0.0, 0.3], [-0.1, 0.0, -0.3], [0.2, 0.0, 0.0], [0.1, 0.0, 0.1], [-0.2, 0.0, -0.2], [-0.1, 0.0, -0.1], [0.1, 0.0, 0.0], [-0.2, 0.0, 0.0], [0.1, -0.1, 0.0], [0.3, 0.0, 0.3], [0.0, 0.0, 0.0], [0.0, 0.0, 0.0], [0.0, 0.0, 0.0], [0.0, 0.0, 0.0], [0.0, -0.1, 0.0], [0.0, 0.0, 0.0], [0.0, 0.0, 0.0], [0.1, 0.0, 0.0], [0.0, 0.0, 0.0], [0.0, 0.0, 0.0], [0.0, 0.0, 0.0], [0.0, 0.0, 0.0], [0.1, 0.0, 0.0], [0.0, 0.1, -0.1], [0.0, -0.1, 0.0], [0.0, 0.0, -0.2], [0.0, 0.0, -0.3], [0.0, -0.1, 0.2], [0.0, -0.1, 0.1], [0.0, 0.2, 0.0], [0.0, 0.0, -0.2], [0.0, -0.2, 0.2], [0.0, -0.1, 0.0], [0.0, 0.1, -0.1], [-0.1, 0.0, 0.0], [0.0, 0.1, 0.1], [0.0, 0.3, -0.1], [0.0, 0.0, 0.0], [0.0, 0.0, 0.0], [0.0, 0.0, 0.0], [0.0, 0.0, 0.0], [0.0, 0.0, 0.0], [0.0, 0.0, 0.0], [0.0, 0.0, 0.0], [0.0, -0.1, 0.0], [-0.1, 0.1, 0.0], [0.2, 0.1, 0.0], [-0.2, 0.1, -0.1], [-0.1, -0.2, 0.0], [0.1, 0.0, 0.0], [0.2, 0.1, 0.0], [0.0, 0.1, 0.0], [-0.1, -0.1, 0.0], [0.1, 0.1, -0.1], [-0.1, -0.1, 0.5], [-0.3, -0.2, 0.1], [0.1, -0.2, 0.0], [-0.1, -0.4, -0.1], [0.0, 0.0, 0.0], [0.0, 0.0, 0.0], [0.0, 0.0, 0.0], [0.0, 0.0, 0.1]], "mulliken_charge": [-0.956, -1.526, 1.058, -1.071, -0.298, 0.255, -0.485, -0.790, 1.471, -0.726, -0.762, 0.587, 0.565, -0.966, -1.060, -0.918, 0.767, -0.639, -1.213, 0.135, 0.355, 0.059, 0.350, 0.357, 0.348, 0.374, 0.220, 0.533, 0.412, 0.484, 0.446, 0.448, 0.481, 0.452, 0.524, -1.196, -0.294, 0.552, 0.178, 0.842, -0.714, -0.993, -0.972, 0.996, -0.972, -1.139, 0.026, 0.730, -0.051, 0.468, 0.721, 0.492, 0.460, 0.460, 0.485, 0.525, 0.491, -0.165, 0.146, -0.284, 0.008, -0.211, 0.571, -0.859, -1.344, 0.187, 0.632, 0.199, 0.028, -0.047, 0.458, 0.383, 0.447, 0.484], "orbital_gap_ev": 6.69, "relative_energy_kj_mol": 0.0, "lumo_energy_ev": -3.57, "charge": 1, "energy_ev": -209888.1714}